Entry 1:
DFT (ωB97M-V/def2-TZVPD) results for 2 unconnected molecules or ions with the total composition C5H7ClN2 at a distorted geometry.

As for the spin multiplicity: 3. The HOMO energy (spin up / spin down) comes out at -6.550 / -10.653 eV. The expectation value of S² is 2.0188. The value obtained for the energy relative to the best compared isomer or geometry (same formula, charge and spin) is 1.870 eV. For the HOMO-LUMO gap (spin up / spin down), the calculation gives 0.266 / 0.328 Ha. Its LUMO energy (spin up / spin down) is 0.70 / -1.74 eV. As for the strongest force on any atom: 3.9 eV/A.

XYZ file:
```
15
Properties=species:S:1:pos:R:3:lowdin_spin:R:1
C -2.7182 1.5746 0.1273 0.11
C -1.3497 -0.8172 -0.1634 0.52
C -0.2077 2.0548 0.1876 0.06
C 0.3869 -2.3379 0.4304 0.06
C -1.4851 1.5220 -0.4713 0.55
N -3.7888 1.4253 0.4688 0.24
N -0.2045 -1.0780 0.0508 0.20
Cl -2.7784 -1.6192 -0.3532 0.21
H 0.2057 2.8555 -0.3979 0.02
H -0.2634 2.3226 1.1849 0.00
H 0.5736 1.3519 0.0202 0.02
H -0.2276 -2.7370 1.3317 0.00
H 1.3384 -2.3778 0.8359 0.00
H 0.3175 -2.8106 -0.4903 0.00
H -1.5770 1.4503 -1.6475 0.01
```

Entry 2:
DFT (ωB97M-V/def2-TZVPD) results for a single C5H7ClN2O2 molecule at a distorted geometry.

As for the spin multiplicity: 3. The HOMO energy (spin up / spin down) comes out at -5.544 / -10.007 eV. The expectation value of S² is 2.0104. For the HOMO-LUMO gap (spin up / spin down), the calculation gives 0.232 / 0.249 Ha. Its LUMO energy (spin up / spin down) is 0.76 / -3.24 eV. As for the strongest force on any atom: 6.2 eV/A.

XYZ file:
```
17
Properties=species:S:1:pos:R:3:lowdin_spin:R:1
C -0.5405 1.4199 -0.9422 0.54
C -0.4924 0.4706 1.3586 0.03
C -0.8013 0.1298 -0.1366 0.15
C 0.5634 0.1681 -2.5866 0.07
C 0.6252 -0.2768 2.0050 0.01
N 0.0908 1.4286 -2.0286 0.85
N -0.1617 -1.1196 -2.0973 0.11
O -1.0315 1.4419 1.8620 0.04
O -0.2084 -1.0050 -0.6840 0.04
Cl 0.0082 0.3007 -4.2986 0.04
H -0.8724 2.4592 -0.6532 0.06
H -2.0181 0.0798 -0.1495 0.05
H 1.5716 0.0459 -2.5589 0.01
H 1.6158 -0.0615 1.6361 0.00
H 0.3513 -1.2713 1.9170 0.00
H 0.4362 0.0271 2.9420 0.00
H -1.1003 -1.3108 -2.4897 0.00
```

Entry 3:
DFT (ωB97M-V/def2-TZVPD) results for a single C5H7ClO2S molecule at a distorted geometry.

As for the spin multiplicity: 1. The HOMO energy comes out at -9.594 eV. The value obtained for the energy relative to the best compared isomer or geometry (same formula, charge and spin) is 0.026 eV. The SMILES is C=C(/C=C/C)S(=O)(=O)Cl. For the HOMO-LUMO gap, the calculation gives 0.341 Ha. Its LUMO energy is -0.32 eV. As for the strongest force on any atom: 6.1 eV/A.

XYZ file:
```
16
Properties=species:S:1:pos:R:3:lowdin_charge:R:1
C 0.8394 1.6952 -1.1896 0.06
C 0.7692 0.7781 -0.2544 -0.42
C -0.2477 -0.1486 0.2623 -0.15
C -1.5531 -0.1099 -0.0476 -0.12
C -2.5102 -1.1288 0.5745 -0.09
S 2.3952 0.2437 0.4079 0.36
O 2.3366 -0.3740 1.6975 -0.33
O 3.4289 1.1654 0.1609 -0.34
Cl 2.6921 -1.1826 -1.0348 0.39
H 1.8983 1.9294 -1.4592 0.10
H -0.0962 1.8888 -1.5777 0.06
H 0.0955 -0.8796 1.0537 0.12
H -1.9830 0.6550 -0.7587 0.12
H -2.3712 -2.2162 -0.0127 0.15
H -3.4776 -0.8808 0.5912 0.00
H -2.2161 -1.4350 1.5864 0.07
```

Entry 4:
DFT (ωB97M-V/def2-TZVPD) results for a single C5H7ClS molecule at a distorted geometry.

As for the spin multiplicity: 1. The HOMO energy comes out at -7.563 eV. The value obtained for the energy relative to the best compared isomer or geometry (same formula, charge and spin) is 2.317 eV. The SMILES is CS/C=C/C=C/Cl. For the HOMO-LUMO gap, the calculation gives 0.272 Ha. Its LUMO energy is -0.16 eV. As for the strongest force on any atom: 6.5 eV/A.

XYZ file:
```
14
Properties=species:S:1:pos:R:3:lowdin_charge:R:1
C 3.2766 -0.4869 0.0740 -0.34
S 2.0307 0.8442 -0.4197 0.80
C 0.6249 -0.1388 -0.0186 -0.43
C -0.6958 0.4775 -0.1642 -0.17
C -2.0878 0.0250 0.0784 -0.18
C -3.3561 0.6589 -0.0178 -0.62
Cl -4.7695 -0.2487 0.0111 0.63
H 3.5060 -0.2978 1.1522 0.05
H 4.2101 -0.5325 -0.4788 0.03
H 2.5985 -1.3043 -0.0878 -0.01
H 0.7564 -1.1646 -0.1334 0.03
H -0.6156 1.5044 -0.5445 0.08
H -2.0670 -1.0337 0.3298 0.08
H -3.4114 1.6973 0.2193 0.05
```